Formula: C60H138O36
Source: the Open Molecules 2025 dataset
Level of theory: ωB97M-V/def2-TZVPD

Summary:
LUMO energy ... 0.563 eV
Total charge ... 0
Kohn-Sham gap ... 9.719 eV
Highest occupied orbital energy ... -9.16 eV
F_max ... 0.091 Eh/bohr
E ... -138154.612 eV

Structure (XYZ):
```
234
Properties=species:S:1:pos:R:3:forces:R:3
C 0.683458 -3.440449 -3.401491 2.071 -1.308 2.491
O 1.736665 -2.592732 -2.698918 -2.925 -3.616 -0.607
C 2.154174 -1.730732 -3.637731 1.007 3.163 -1.275
C 3.582075 -1.379951 -3.345042 0.858 -0.008 1.885
O 3.612634 -0.875073 -1.968837 -0.753 -0.605 -0.860
C 4.892652 -0.801322 -1.422514 1.036 0.610 -0.905
H 0.258591 -4.164380 -2.637861 0.634 0.856 -1.042
H 1.130618 -3.954025 -4.271861 0.068 -0.034 0.636
H -0.073880 -2.845474 -3.792203 -1.494 1.405 -0.430
H 1.528700 -0.770515 -3.582923 0.601 -0.986 -0.515
H 2.191454 -2.117917 -4.678609 -0.529 0.038 0.361
H 3.978395 -0.612345 -3.992667 0.080 0.356 -0.401
H 4.233508 -2.291152 -3.453899 -0.494 0.634 0.306
H 5.372731 -1.782162 -1.485251 -0.009 -0.175 0.832
H 4.923122 -0.275076 -0.441906 -0.356 -0.816 -0.544
H 5.515714 -0.200609 -2.096682 0.169 0.335 0.079
C 0.066753 2.674022 -8.749488 0.742 0.283 -0.910
O -0.132745 3.137083 -7.477249 -0.327 0.855 1.345
C -0.254030 2.149023 -6.474345 1.841 -0.503 -0.613
C 1.073852 1.496881 -6.107095 1.745 1.028 -0.605
O 1.454756 0.458264 -7.008344 -1.125 -0.159 -0.539
C 2.798734 0.071515 -6.905864 -0.882 -1.057 1.125
H -0.617894 1.914898 -8.991569 -1.306 -1.138 -0.488
H 1.032009 2.243545 -8.911731 0.993 -0.347 0.127
H -0.014183 3.479377 -9.466799 -0.279 0.394 0.008
H -0.885969 1.348738 -6.782362 -0.948 -0.657 -0.446
H -0.661412 2.603562 -5.611298 -0.430 0.536 0.917
H 1.121509 1.216681 -5.067495 -0.399 -0.724 0.584
H 1.928990 2.212302 -6.171645 -0.780 0.304 0.044
H 2.868045 -0.666845 -6.090574 0.342 0.280 0.041
H 3.374203 0.934623 -6.659575 0.968 0.556 -0.027
H 3.137886 -0.462792 -7.783333 -0.091 0.314 -0.505
C -5.344505 1.708552 3.844834 -1.128 1.078 1.055
O -4.426979 2.715578 3.495235 0.117 0.921 -0.666
C -4.982177 4.039438 3.515513 -1.791 -1.170 1.746
C -4.010224 5.036581 3.108858 2.999 -0.689 -1.250
O -3.764457 4.991630 1.695782 0.487 -0.154 0.407
C -2.613761 5.747132 1.287662 0.230 -0.516 0.293
H -4.957440 0.731550 3.571882 0.049 0.068 -0.184
H -6.331756 1.933122 3.350988 0.744 -0.578 0.405
H -5.486152 1.762364 4.967865 -0.141 -0.325 -0.977
H -5.311004 4.299573 4.581192 0.428 -0.365 -1.005
H -5.908444 4.151872 2.918694 0.334 -0.501 -0.075
H -3.034157 4.787151 3.626588 -0.851 0.563 -0.267
H -4.345432 6.009378 3.337255 -0.373 1.280 0.693
H -2.390423 5.368721 0.278120 -0.186 0.610 0.135
H -1.660540 5.501662 1.875484 -1.484 0.596 -0.306
H -2.871193 6.835782 1.310406 0.540 -0.709 -0.103
C 2.911831 4.858911 4.066922 1.303 -0.888 -0.248
O 3.655348 4.211822 3.004224 0.175 1.013 1.156
C 2.979740 3.223213 2.296532 0.039 0.345 -1.406
C 3.851632 2.836039 1.072045 0.104 -2.268 2.174
O 5.202811 2.437682 1.377235 -0.077 0.799 0.065
C 5.401612 1.461055 2.373902 1.933 0.400 -0.891
H 2.755810 4.190124 4.926304 -0.166 -0.092 -0.313
H 1.990249 5.226122 3.690058 -1.032 0.257 -0.211
H 3.502544 5.696466 4.442917 0.127 -0.087 -0.298
H 2.007763 3.625361 1.883284 0.660 -0.713 0.500
H 2.831058 2.316253 2.891819 -0.363 0.087 0.169
H 3.946217 3.588975 0.360440 0.067 1.450 -1.093
H 3.381873 1.957714 0.622901 -0.403 0.014 -0.263
H 5.195991 1.807673 3.367461 -0.941 0.050 0.602
H 6.514505 1.289848 2.433033 -0.960 0.067 -0.421
H 4.952510 0.533540 2.053274 -0.491 -0.532 0.405
C 3.562398 -5.905061 3.638903 -0.320 0.294 0.731
O 4.353742 -5.152936 2.726076 -0.957 0.060 0.756
C 4.293919 -5.783831 1.493797 0.035 0.341 -1.018
C 4.826589 -4.858078 0.424017 0.114 -0.404 0.781
O 4.983311 -5.633676 -0.710256 0.779 -0.053 -1.825
C 5.347527 -4.850205 -1.864595 0.072 1.354 1.504
H 2.526848 -6.107312 3.229477 1.192 0.073 0.371
H 3.453248 -5.300838 4.567829 0.112 -0.383 -0.601
H 4.108220 -6.837506 3.902789 -0.534 0.267 -0.174
H 3.274442 -6.040222 1.180664 -0.100 -0.025 0.360
H 4.858551 -6.698872 1.518300 0.487 -0.652 -0.112
H 5.722838 -4.328757 0.729270 0.666 -0.159 0.125
H 4.111558 -4.095469 0.260803 -1.098 1.083 -0.294
H 6.263991 -4.185172 -1.608497 -1.430 -0.907 -0.443
H 4.465750 -4.201494 -2.151165 0.961 -0.506 0.158
H 5.620599 -5.510984 -2.666335 -0.020 -0.354 -0.263
C 5.968038 1.169107 10.420909 -2.271 2.209 2.091
O 4.540461 1.521200 10.682674 1.319 -0.567 -1.028
C 3.609748 0.619136 10.079286 0.328 -0.513 -0.035
C 2.323264 1.327976 9.617504 0.151 -2.123 0.677
O 2.396208 1.671327 8.286224 0.330 0.847 -1.050
C 1.437559 2.599975 7.779350 0.051 -0.871 -0.020
H 6.198590 1.205114 9.410358 0.116 -0.092 -2.148
H 6.184865 0.215990 10.830323 0.371 -0.876 0.568
H 6.516340 2.007209 10.893083 -0.125 -0.783 0.032
H 3.369842 -0.185606 10.823115 -0.006 0.598 -0.481
H 4.038873 0.102827 9.189136 -0.111 0.381 0.437
H 2.175605 2.168817 10.253176 -0.413 0.844 0.646
H 1.535939 0.550148 9.759287 -0.047 0.651 0.097
H 1.284621 3.481449 8.401798 0.069 -0.058 0.399
H 0.476127 2.101294 7.563412 0.298 0.151 0.212
H 1.859077 2.932474 6.846421 -0.021 0.150 -0.443
C 1.179747 5.675644 0.378756 0.314 1.442 -1.463
O 1.071103 4.588589 -0.513936 0.369 0.197 -0.315
C 1.667595 4.901422 -1.789223 -1.218 -1.041 -0.331
C 1.314715 3.774994 -2.815869 2.143 1.628 0.228
O 2.165542 2.677409 -2.807823 0.177 -1.317 0.742
C 1.593200 1.687076 -1.945166 -0.105 -0.152 -0.774
H 0.599608 6.543082 -0.037732 0.463 -0.439 0.319
H 2.229306 6.014038 0.527889 -0.407 -0.279 -0.123
H 0.764236 5.457301 1.328124 -0.447 -0.624 0.885
H 2.729696 5.065314 -1.662640 0.469 -0.184 -0.094
H 1.244239 5.813171 -2.227179 -0.186 0.202 0.361
H 1.453323 4.164989 -3.815567 -0.460 0.582 -0.287
H 0.344103 3.426348 -2.640053 -1.876 0.021 0.016
H 1.462406 2.121682 -0.959361 0.105 -0.191 0.411
H 2.249352 0.814858 -1.960749 -0.093 0.297 0.224
H 0.574217 1.402378 -2.313144 0.595 0.120 0.125
C -1.873666 4.998209 -5.297103 1.644 -1.243 1.246
O -1.841322 4.049801 -4.181562 -1.483 0.686 -0.557
C -3.159012 3.480938 -4.035483 0.775 -0.985 -2.325
C -3.102775 2.310009 -3.102887 -0.172 0.226 0.930
O -2.125457 1.335749 -3.512188 -0.168 1.535 -0.043
C -2.293642 0.099500 -2.891647 0.187 -1.452 -0.038
H -2.801172 5.504698 -5.383081 -1.057 0.228 -0.201
H -1.526634 4.487222 -6.187752 -0.496 -0.024 -0.420
H -1.119071 5.726222 -5.070555 0.416 0.521 0.173
H -3.465201 3.028570 -5.028329 0.164 0.794 0.563
H -3.887934 4.259461 -3.753045 0.147 -0.422 0.178
H -4.103594 1.846496 -3.040436 0.235 0.067 -0.131
H -2.932735 2.809036 -2.131275 0.585 -1.007 0.260
H -2.346306 0.178689 -1.809473 -0.351 0.147 0.190
H -1.419387 -0.582029 -3.067502 -0.444 0.873 -0.260
H -3.161182 -0.428792 -3.326143 0.024 0.105 0.396
C -1.683768 -1.442472 -5.934249 0.158 -0.439 1.227
O -1.336094 -2.433419 -6.871957 0.919 0.168 -0.588
C -0.778631 -1.896334 -8.077793 -0.118 0.186 0.741
C 0.051512 -2.878964 -8.839776 1.396 0.136 -0.252
O -0.700056 -3.869521 -9.522054 -0.469 0.654 1.035
C -0.242785 -4.083753 -10.821685 -0.291 -1.454 -0.009
H -0.813538 -0.981276 -5.362777 -0.600 -0.364 -1.042
H -2.244250 -2.025940 -5.173604 -0.062 0.811 -0.400
H -2.290884 -0.653463 -6.403007 0.026 -0.096 0.325
H -0.210182 -0.967648 -7.883758 0.098 -0.562 0.161
H -1.576429 -1.620289 -8.733064 -0.933 0.325 -0.532
H 0.840170 -3.332067 -8.186189 -0.599 0.085 -0.378
H 0.597988 -2.260163 -9.593901 -0.235 -0.354 0.380
H -0.295647 -3.169703 -11.416920 0.301 -0.049 -0.140
H -0.917150 -4.857707 -11.250837 0.438 0.592 0.071
H 0.758517 -4.539367 -10.743032 0.000 0.412 -0.600
C -4.689857 -4.686931 -6.610114 -0.359 -0.314 0.466
C -3.419498 -4.803857 -5.777031 -0.529 0.027 -0.710
O -3.501469 -3.957232 -4.588370 -0.287 -0.701 -0.292
C -2.920935 -4.446013 -3.493258 0.528 -0.148 0.195
O -2.153293 -5.393082 -3.499391 -0.689 0.764 0.654
O -3.290125 -3.682789 -2.434215 0.211 -0.918 -0.942
C -2.892609 -4.166027 -1.119385 -0.102 -0.282 -1.709
H -5.598485 -5.002993 -6.045542 0.660 0.358 -0.206
H -4.589072 -5.439511 -7.429917 -0.052 0.975 0.263
H -4.813005 -3.643870 -6.941166 -0.116 -0.565 -0.270
H -2.586927 -4.506692 -6.394031 0.423 0.508 0.074
H -3.259921 -5.853308 -5.589377 0.079 -0.193 0.962
H -3.601178 -4.910276 -0.790084 -0.321 -0.116 0.204
H -2.934762 -3.267382 -0.554158 0.321 0.376 0.926
H -1.937771 -4.662068 -1.201004 0.297 0.313 0.249
C 1.749066 -7.331212 -1.249060 -0.470 -0.573 -1.189
C 0.452604 -6.946806 -0.638808 -1.118 1.484 0.284
O 0.757760 -6.486927 0.739313 -1.004 0.000 -1.024
C -0.100609 -5.589789 1.253297 1.792 -0.144 1.516
O -1.179862 -5.245378 0.891827 -0.673 -0.135 -0.616
O 0.520297 -5.113481 2.363624 -0.050 -1.115 -1.113
C -0.185844 -4.238412 3.180242 0.459 1.977 1.270
H 2.391940 -6.495746 -1.059393 0.839 0.188 0.055
H 1.635079 -7.413836 -2.367430 0.086 -0.153 1.133
H 2.117566 -8.252335 -0.818981 0.424 -0.139 -0.074
H -0.394153 -7.648811 -0.630188 0.593 -0.107 0.177
H 0.097063 -6.068784 -1.201439 -0.158 -0.164 0.339
H -0.243288 -3.215693 2.775939 0.253 -0.433 -0.003
H 0.380868 -4.204293 4.125137 -0.098 0.135 -0.423
H -1.184582 -4.484983 3.453857 -0.899 -0.892 -0.232
C -2.923542 7.907143 5.014901 0.237 0.733 -0.026
C -2.010829 7.236337 6.026268 0.518 0.672 -1.254
O -2.054222 5.822391 6.003601 0.227 -0.639 -0.006
C -1.055630 5.263467 5.334087 1.187 -1.548 -1.618
O -0.273181 5.781462 4.545147 -1.400 -0.202 1.463
O -0.985679 3.920940 5.513243 1.228 1.427 -1.349
C -1.791177 3.222559 6.403981 -1.924 1.758 0.370
H -3.940603 7.588778 5.178499 -0.540 0.336 0.187
H -2.725614 7.727232 3.947685 0.492 -0.455 0.494
H -2.776688 9.009312 5.109420 -0.521 -0.722 0.231
H -2.132314 7.494302 7.043732 -0.978 0.506 1.013
H -1.006391 7.530896 5.824282 0.856 0.202 -0.372
H -1.690185 2.205552 6.189625 0.448 -1.508 -0.167
H -2.839044 3.522256 6.220044 0.232 -0.275 0.370
H -1.500422 3.485883 7.405311 -0.075 -0.184 0.635
C 2.810660 -1.657690 3.179091 -1.953 -1.378 0.180
C 1.945614 -0.759204 3.985334 -1.692 1.564 -0.213
O 0.532518 -1.246579 4.002660 1.191 0.231 -0.110
C -0.350216 -0.539921 4.673795 -1.451 -0.513 -0.382
O -0.203923 0.384084 5.423641 0.887 0.245 0.101
O -1.605140 -1.041746 4.394380 1.430 -0.458 -0.021
C -2.574151 -0.421759 5.197987 -1.042 1.933 -0.534
H 3.647291 -1.067604 3.002520 1.931 0.633 -0.433
H 2.367805 -1.966050 2.189752 0.399 0.208 1.236
H 3.028402 -2.474612 3.867920 0.394 -0.531 -0.817
H 1.943893 0.254490 3.558353 -0.404 -0.235 0.017
H 2.291576 -0.630578 5.004958 -0.050 -0.282 0.252
H -2.524434 0.687739 4.951340 -0.413 -1.224 0.593
H -2.378396 -0.575935 6.253342 0.028 0.025 0.177
H -3.586270 -0.785049 4.944553 0.727 -0.125 -0.096
C 0.188872 -2.159774 0.122554 -0.967 -0.506 0.150
C 0.357032 -0.726134 -0.333846 1.051 -2.197 -0.248
O 0.446421 0.116152 0.857917 0.246 -0.388 -1.500
C -0.428186 1.081447 0.845996 -3.497 0.664 -0.810
O -1.405442 1.159024 0.085430 1.667 0.087 0.994
O -0.218602 1.912400 1.842356 0.401 -0.004 0.985
C -1.195672 2.928264 2.107049 -0.272 0.326 -0.973
H 0.033962 -2.860354 -0.700262 0.322 0.305 -0.288
H -0.704688 -2.324581 0.723143 -0.187 0.403 0.220
H 1.010471 -2.525922 0.706508 0.608 -0.101 0.247
H -0.378549 -0.565464 -1.125208 -0.253 1.041 0.926
H 1.316853 -0.694071 -0.835985 0.299 0.370 0.159
H -0.666261 3.714957 2.616205 0.276 0.193 0.253
H -2.067132 2.642516 2.696675 0.288 -0.680 0.134
H -1.590418 3.288325 1.157500 0.138 0.040 0.014
C -5.138530 -5.064420 2.390469 -0.959 -0.585 -0.191
C -5.603243 -3.974742 1.403554 0.331 -1.203 0.802
O -4.871342 -2.760328 1.692906 0.351 -1.373 0.747
C -5.156977 -1.766716 0.910584 -2.709 1.247 -2.185
O -6.078723 -1.767077 0.081301 1.761 -0.001 1.207
O -4.387466 -0.723998 1.174811 0.717 -0.547 0.853
C -4.607774 0.422355 0.382614 0.621 0.772 -0.084
H -4.059097 -5.176902 2.427138 0.130 0.279 0.100
H -5.525097 -6.068139 2.054839 0.195 1.019 0.135
H -5.576245 -4.904195 3.391243 0.479 0.056 -0.322
H -6.684614 -3.830378 1.533476 0.399 0.256 -0.355
H -5.354622 -4.319607 0.397900 -0.305 0.430 -0.030
H -3.839682 1.172493 0.607516 -0.064 -0.477 0.220
H -5.569876 0.839594 0.608888 -0.628 0.134 -0.178
H -4.494781 0.139762 -0.645478 -0.303 0.068 -0.653
```
Positions in Å, forces in eV/Å.